No. 1
Below is a cluster of 2 separate species, ClHNO2 in total in a non-equilibrium geometry, with properties calculated with the ωB97M-V functional and the def2-TZVPD basis.

Element x y z (Å)
N  0.3279  -0.3756  0.2205
O  0.9799  -1.1832  -0.3913
O  -0.4352  -0.7971  1.4731
Cl  -0.9988  1.7887  -1.0940
H  0.1262  0.5672  -0.2083

The strongest force on any atom is 7.62 eV/Å. The HOMO-LUMO gap (alpha / beta) is 0.306 / 0.306 hartree. Its charge is -1. The spin multiplicity is 1.

No. 2
Below is a cluster of 10 separate species, C24H32Cl4F6N2O22 in total in a non-equilibrium geometry, with properties calculated with the ωB97M-V functional and the def2-TZVPD basis.

Element x y z (Å)
C  -29.6930  -6.0342  -26.6305
N  -30.3287  -7.3920  -26.5077
O  -29.5748  -8.3385  -26.4428
O  -31.5358  -7.4005  -26.5675
H  -30.1803  -5.6617  -27.5238
H  -28.6157  -6.1375  -26.7216
H  -29.8412  -5.5024  -25.6954
C  -26.0965  -6.7953  -25.0178
N  -24.9800  -6.2796  -25.8473
O  -25.1972  -6.0350  -27.0117
O  -23.8760  -6.3059  -25.3526
H  -26.5306  -6.0289  -24.3836
H  -25.7385  -7.5422  -24.3150
H  -26.7851  -7.2344  -25.7311
C  -31.8051  -12.9865  -23.3903
C  -33.0276  -12.9801  -24.3282
O  -32.4244  -12.5063  -25.5411
C  -31.3647  -11.6954  -25.1902
O  -30.8148  -10.9231  -25.9025
O  -30.9817  -12.0149  -23.9597
F  -33.9946  -12.0857  -24.0066
H  -31.2621  -13.9316  -23.3780
H  -32.1556  -12.6732  -22.4041
H  -33.4658  -13.9727  -24.4241
C  -32.8326  -9.4076  -29.2494
C  -32.3537  -10.8287  -29.1024
O  -31.0539  -10.8320  -29.5912
C  -30.8855  -9.7033  -30.3820
O  -30.0122  -9.4974  -31.1471
O  -31.8926  -8.8499  -30.1549
F  -33.1175  -11.7286  -29.8322
H  -32.7173  -8.9097  -28.2844
H  -33.8970  -9.3043  -29.4477
H  -32.3650  -11.1592  -28.0669
C  -27.6523  -10.4128  -26.9618
C  -26.8578  -11.3336  -27.9609
O  -25.5508  -10.9177  -27.8432
C  -25.4416  -9.8483  -26.9824
O  -24.4082  -9.4388  -26.5897
O  -26.6567  -9.4817  -26.6126
F  -27.2941  -11.0027  -29.2339
H  -27.9396  -11.0557  -26.1294
H  -28.5079  -10.0227  -27.5007
H  -27.0993  -12.3809  -27.7958
C  -27.2100  -1.7528  -23.5876
C  -27.0908  -3.2456  -23.2988
O  -25.7232  -3.5717  -23.5036
C  -25.0848  -2.4937  -23.9425
O  -23.9595  -2.4730  -24.3255
O  -25.8243  -1.3681  -23.6958
F  -27.7443  -3.9995  -24.2577
H  -27.6726  -1.2472  -22.7406
H  -27.7948  -1.4788  -24.4626
H  -27.5014  -3.5407  -22.3334
C  -32.1564  -1.2619  -26.1296
C  -31.7222  -2.5427  -25.4472
O  -30.5082  -2.1485  -24.8261
C  -30.6249  -0.8381  -24.5481
O  -29.8890  -0.2741  -23.8050
O  -31.7113  -0.3093  -25.1252
F  -31.4858  -3.4750  -26.4129
H  -33.2353  -1.1780  -26.2293
H  -31.6870  -1.1034  -27.0975
H  -32.4029  -2.9504  -24.7012
C  -36.0276  -7.5279  -23.9742
C  -34.5406  -7.1681  -23.7398
O  -33.9658  -7.6420  -24.9477
C  -34.8860  -8.0932  -25.8267
O  -34.6031  -8.4747  -26.9216
O  -36.0827  -8.1318  -25.2652
F  -34.0030  -7.9044  -22.7349
H  -36.7079  -6.6824  -23.8686
H  -36.4292  -8.2543  -23.2676
H  -34.2658  -6.1224  -23.6272
Cl  -30.1008  -2.7220  -21.3611
C  -30.5853  -4.3444  -20.7801
C  -30.2031  -5.3869  -21.7996
Cl  -31.1850  -4.9798  -23.2927
H  -31.6100  -4.4202  -20.4274
H  -30.0121  -4.4955  -19.8604
H  -30.5291  -6.4000  -21.5753
H  -29.1868  -5.4230  -22.1769
Cl  -27.2512  -3.5429  -27.0828
C  -26.0160  -3.1807  -28.3429
C  -24.8527  -2.5085  -27.7007
Cl  -23.6827  -1.9721  -28.9344
H  -26.5533  -2.6134  -29.0959
H  -25.6929  -4.1391  -28.7453
H  -24.2532  -3.1649  -27.0783
H  -25.1143  -1.5702  -27.2171

The structure (SMILES) is O=C1OC[C@@H](F)O1.O=C1OC[C@@H](F)O1.O=C1OC[C@@H](F)O1.O=C1OC[C@@H](F)O1.O=C1OC[C@@H](F)O1.O=C1OC[C@@H](F)O1.C[N+](=O)[O-].C[N+](=O)[O-].ClCCCl.ClCCCl. The strongest force on any atom is 2.79 eV/Å. The HOMO-LUMO gap is 0.374 hartree. The spin multiplicity is 1.

No. 3
Below is a structure of composition C23H29AsBBrCrF4NO7SSb2 in a non-equilibrium geometry, with properties calculated with the ωB97M-V functional and the def2-TZVPD basis.

Element x y z (Å)
Cr  0.3771  -0.2819  -0.6048
C  3.3602  -1.4512  1.9141
Sb  2.6959  0.0530  0.5900
C  4.5378  0.3287  -0.4212
C  2.9777  1.7151  1.9142
C  2.1097  1.6364  3.1344
C  2.6078  1.0206  4.2855
C  1.8404  0.8880  5.4313
C  0.5449  1.3866  5.4448
C  0.0461  2.0122  4.3143
C  0.8059  2.1459  3.1495
C  0.2125  2.8655  1.9761
Sb  -0.9585  1.6667  0.5901
C  -2.2153  3.3232  0.1779
C  -2.2095  0.7689  2.0496
H  4.3463  -1.1409  2.2578
H  3.4038  -2.3979  1.3856
H  2.6712  -1.5677  2.7445
H  5.2959  0.4764  0.3500
H  4.4768  1.1956  -1.0746
H  4.7673  -0.5532  -1.0153
H  2.8419  2.6211  1.3255
H  4.0327  1.6286  2.1774
H  3.6251  0.6412  4.2741
H  2.2547  0.4111  6.3110
H  -0.0683  1.2985  6.3334
H  -0.9593  2.4204  4.3284
H  0.9598  3.3833  1.3786
H  -0.5163  3.5971  2.3178
H  -2.3914  3.8125  1.1395
H  -3.1554  2.9824  -0.2491
H  -1.7240  4.0114  -0.5098
H  -2.9357  1.5042  2.3937
H  -1.5871  0.4277  2.8731
H  -2.7175  -0.0871  1.6118
O  -3.3663  2.2708  -6.2783
C  -2.8214  2.2160  -5.0413
C  -1.6469  2.8737  -4.6984
C  -1.1909  2.7553  -3.4042
N  -1.8200  2.0427  -2.4626
C  -2.9280  1.4348  -2.8237
Br  -3.8478  0.4777  -1.4562
C  -3.4882  1.4702  -4.0846
H  -2.8120  2.8060  -6.8573
H  -1.0939  3.4551  -5.4267
H  -0.2651  3.2321  -3.1036
H  -4.4074  0.9542  -4.3236
O  -1.4204  -3.0672  2.3163
As  -0.1107  -2.9250  1.1356
O  1.2487  -3.6022  1.7274
O  -0.0344  -1.1890  1.0158
C  -0.9512  -4.0647  -0.1951
C  -1.5234  -5.2316  0.2844
C  -2.0638  -6.1370  -0.6217
C  -2.0222  -5.8987  -1.9884
C  -1.4320  -4.7454  -2.4830
C  -0.9025  -3.8456  -1.5774
S  -0.2323  -2.3297  -2.1102
O  1.0177  -2.1329  -1.2780
O  -0.0580  -2.3166  -3.5205
O  -1.1583  -1.2980  -1.5318
H  -1.1678  -2.5756  3.1078
H  -1.5417  -5.4228  1.3468
H  -2.5246  -7.0445  -0.2524
H  -2.4509  -6.6179  -2.6756
H  -1.3732  -4.5388  -3.5445
F  1.7543  1.8719  -3.9665
B  1.8679  1.2697  -2.7377
F  0.5832  0.5413  -2.4678
F  2.8946  0.3505  -2.6347
F  1.9358  2.2188  -1.6875

The strongest force on any atom is 1.33 eV/Å. The HOMO-LUMO gap (alpha / beta) is 0.275 / 0.304 hartree. The spin multiplicity is 4. Its expectation value of S² is 3.82.

No. 4
Below is a structure of composition C32H22N7O3Sn, with properties calculated with the ωB97M-V functional and the def2-TZVPD basis.

Element x y z (Å)
Sn  0.6431  -1.1617  1.5911
C  -1.9189  -1.4996  5.1967
C  -2.7236  -0.3632  5.2712
C  -2.4887  0.6852  4.4147
C  -1.4546  0.5938  3.4755
N  -0.6982  -0.5076  3.3993
C  -0.9285  -1.5259  4.2474
N  -1.2526  1.6948  2.6768
C  -0.4266  1.8323  1.7085
N  0.4956  0.9566  1.1057
C  1.1092  1.6476  0.0596
N  1.9984  1.3180  -0.8153
C  2.7016  0.1424  -0.8604
C  3.6834  0.0213  -1.8597
C  4.4879  -1.0932  -1.8861
C  4.3047  -2.0969  -0.9338
C  3.2957  -1.9314  -0.0160
N  2.5089  -0.8437  0.0234
C  0.5426  3.0067  -0.0109
C  0.8078  4.0500  -0.8796
C  0.0871  5.2217  -0.6923
C  -0.8582  5.3353  0.3294
C  -1.1126  4.2807  1.1954
C  -0.3880  3.1205  0.9955
H  -2.0604  -2.3417  5.8582
H  -3.5245  -0.3039  5.9965
H  -3.0778  1.5898  4.4328
H  -0.2763  -2.3861  4.1368
H  3.8038  0.8366  -2.5585
H  5.2648  -1.1845  -2.6347
H  4.9261  -2.9796  -0.9103
H  3.0898  -2.6850  0.7383
H  1.5419  3.9465  -1.6669
H  0.2583  6.0668  -1.3464
H  -1.3985  6.2662  0.4439
H  -1.8442  4.3492  1.9891
O  -3.4895  -0.2813  1.3644
C  -3.3251  0.7020  0.4547
C  -4.1733  1.8033  0.5564
C  -4.0720  2.8445  -0.3393
C  -3.1314  2.8091  -1.3709
C  -2.3042  1.7172  -1.4870
C  -2.3727  0.6519  -0.5739
C  -1.4170  -0.4663  -0.6686
O  -1.2171  -1.2060  0.3749
N  -0.8152  -0.5901  -1.8341
N  0.0605  -1.5945  -2.0362
C  0.8731  -1.6701  -3.0574
C  1.5463  -2.9161  -3.0035
C  2.5202  -3.5648  -3.7726
C  2.9349  -4.8039  -3.3460
C  2.4043  -5.3994  -2.1859
C  1.4412  -4.7804  -1.4153
C  1.0389  -3.5351  -1.8683
O  0.1133  -2.7381  -1.2619
H  -2.7857  -0.9383  1.2300
H  -4.9016  1.8077  1.3566
H  -4.7326  3.6963  -0.2392
H  -3.0527  3.6298  -2.0703
H  -1.5647  1.6735  -2.2749
H  0.9102  -0.8453  -3.7493
H  2.9288  -3.1094  -4.6642
H  3.6822  -5.3438  -3.9112
H  2.7607  -6.3785  -1.8944
H  1.0219  -5.2321  -0.5277

The strongest force on any atom is 0.34 eV/Å. The HOMO-LUMO gap is 0.259 hartree. Its charge is +1. The spin multiplicity is 1.

No. 5
Below is the molecule C3H9NOS2 in a non-equilibrium geometry, with properties calculated with the ωB97M-V functional and the def2-TZVPD basis.

Element x y z (Å)
C  1.9865  -1.7269  0.8574
C  -2.3955  0.9758  0.7363
C  0.2396  0.0624  -0.3326
N  1.0884  0.3944  -1.4349
O  -1.5849  1.5035  -1.7091
S  0.9870  -0.2880  1.2854
S  -1.0247  1.5411  -0.3499
H  1.4025  -2.6389  0.4268
H  2.3761  -2.1419  1.8821
H  2.8295  -1.4701  0.1081
H  -1.8846  0.2683  1.4436
H  -3.2132  0.6655  0.0588
H  -2.8378  1.8027  1.2687
H  -0.2839  -0.7236  -0.7694
H  0.5468  0.7162  -2.2049
H  1.7682  1.0595  -1.2666

The strongest force on any atom is 2.48 eV/Å. The HOMO-LUMO gap is 0.345 hartree. The spin multiplicity is 1.

No. 6
Below is the molecule C6H13NOS in a non-equilibrium geometry, with properties calculated with the ωB97M-V functional and the def2-TZVPD basis.

Element x y z (Å)
C  0.5150  0.5264  -2.9414
C  -1.0639  -0.5093  0.4788
C  0.0713  0.1194  0.1828
C  -1.7581  -1.4530  -0.5381
C  -1.6617  -0.3882  1.8598
C  0.8181  1.2707  0.9243
N  2.5779  0.2736  -1.2151
O  0.9944  -1.6814  -1.8768
S  1.0209  -0.2361  -1.5828
H  -0.2086  -0.0685  -3.4399
H  0.1815  1.4847  -2.7719
H  -2.5305  -0.8057  -0.8769
H  -0.9398  -1.5537  -1.3577
H  -2.0543  -2.4059  -0.1334
H  -2.7017  -0.6547  1.8369
H  -1.1416  -1.1949  2.3891
H  -1.1878  0.5556  2.2065
H  1.4846  1.7027  0.2834
H  1.3074  0.8286  1.8204
H  0.0328  1.9560  1.0456
H  2.7082  0.6479  -0.2630
H  3.2747  -0.4682  -1.5043

The structure (SMILES) is C=[S@](N)(=O)C(C)=C(C)C. The strongest force on any atom is 4.35 eV/Å. The HOMO-LUMO gap is 0.304 hartree. The spin multiplicity is 1.

We obtain relative energy (zero: lowest compared OMol25 entry of this formula, charge and spin) values of 151.8; 36.3; 143.2; 0.0; 217.2; 559.3 kJ/mol for the records listed above, in that order.
We obtain calculated total energy values of -665.9719; -5138.3597; -8632.8073; -2055.7817; -1046.0029; -764.4043 Ha for the records listed above, in that order.